Record 1
89
Properties=species:S:1:pos:R:3:lowdin_spin:R:1 method="wB97M-V/def2-TZVPD" de_lowest_kcal_mol=0.0 e_lumo_ev="-0.77 / -0.55" spin_multiplicity=2
Ti -0.478 -0.348 0.007 0.937
Te -2.322 0.573 -3.002 0.002
C -1.930 0.441 -5.088 -0.001
C -3.002 0.414 -5.973 0.000
C -2.754 0.269 -7.329 0.000
N -1.536 0.147 -7.853 0.000
C -0.514 0.182 -7.000 0.000
C -0.657 0.331 -5.628 -0.001
C -0.392 0.001 -2.343 -0.013
P 0.650 1.233 -1.585 0.000
C 0.460 2.907 -2.272 -0.001
C -0.077 3.222 -3.513 0.000
C -0.086 4.539 -3.951 0.000
C 0.438 5.547 -3.158 0.000
C 0.982 5.238 -1.918 0.000
C 0.989 3.925 -1.478 -0.001
C 2.400 0.913 -2.016 -0.001
C 3.394 1.303 -1.124 0.000
C 4.733 1.141 -1.450 0.000
C 5.087 0.575 -2.666 0.000
C 4.100 0.177 -3.558 0.000
C 2.763 0.350 -3.235 -0.001
P 0.079 -1.724 -2.323 0.002
C -1.207 -2.444 -1.173 0.004
C -2.608 -2.452 -1.313 0.000
C -3.430 -2.865 -0.282 0.011
C -2.893 -3.263 0.938 -0.001
C -1.520 -3.303 1.099 0.009
C -0.689 -2.927 0.044 0.001
C -0.195 -2.517 -3.944 0.001
C 0.971 -2.803 -4.656 0.000
C 0.910 -3.286 -5.955 0.000
C -0.323 -3.497 -6.555 0.000
C -1.489 -3.237 -5.849 0.000
C -1.427 -2.748 -4.553 0.000
H -4.025 0.489 -5.620 0.000
H -3.581 0.243 -8.031 0.000
H 0.475 0.081 -7.433 0.000
H 0.217 0.337 -4.991 0.000
H -0.470 2.451 -4.159 0.000
H -0.504 4.771 -4.923 0.000
H 0.424 6.573 -3.503 0.000
H 1.392 6.019 -1.291 0.000
H 1.400 3.690 -0.503 0.000
H 3.123 1.718 -0.160 0.000
H 5.498 1.445 -0.747 0.000
H 6.131 0.441 -2.917 0.000
H 4.373 -0.266 -4.507 0.000
H 1.996 0.036 -3.932 0.000
H -3.067 -2.103 -2.223 0.000
H -4.505 -2.845 -0.416 0.001
H -3.546 -3.541 1.754 0.000
H -1.084 -3.629 2.034 0.001
H 0.385 -3.028 0.147 0.003
H 1.933 -2.638 -4.183 0.000
H 1.823 -3.497 -6.498 0.000
H -0.377 -3.864 -7.572 0.000
H -2.452 -3.399 -6.315 0.000
H -2.347 -2.524 -4.034 0.000
Cl 2.225 -1.171 0.588 0.003
C 1.519 -0.895 2.168 0.002
C 0.240 -0.371 2.153 -0.007
C -0.336 -0.187 3.408 0.000
Cl -1.947 0.436 3.525 0.000
C 0.340 -0.494 4.591 -0.001
Cl -0.408 -0.250 6.121 0.000
C 1.637 -1.008 4.537 0.002
Cl 2.483 -1.386 5.986 0.001
C 2.245 -1.219 3.305 0.000
Cl 3.838 -1.859 3.196 0.000
C -11.431 -0.683 1.080 0.000
C -9.957 -0.474 0.849 0.001
O -9.182 -1.362 0.629 0.000
S -9.482 1.252 0.951 0.001
C -7.726 1.116 0.755 0.010
C -6.897 1.290 1.855 -0.002
C -5.524 1.180 1.712 0.009
C -4.969 0.886 0.465 0.002
C -5.813 0.720 -0.637 0.009
C -7.183 0.839 -0.494 -0.002
C -3.556 0.713 0.321 0.034
C -2.359 0.512 0.205 -0.014
H -11.796 -1.438 0.386 0.000
H -11.998 0.240 0.969 0.000
H -11.565 -1.059 2.095 0.000
H -7.328 1.504 2.824 0.000
H -4.872 1.311 2.564 0.000
H -5.381 0.494 -1.603 0.000
H -7.836 0.709 -1.346 0.000



Record 2
100
Properties=species:S:1:pos:R:3:lowdin_charge:R:1 method="wB97M-V/def2-TZVPD" de_lowest_kcal_mol=75.4 e_lumo_ev=-0.82
Ta -0.064 -0.033 0.293 1.746
C -5.865 -4.001 3.929 -0.041
C -4.520 -3.576 3.434 -0.259
C -4.292 -2.281 2.975 -0.008
C -3.036 -1.885 2.544 -0.032
C -2.005 -2.803 2.575 -0.277
C -2.208 -4.101 3.013 -0.043
C -3.463 -4.482 3.441 -0.022
S -0.401 -2.415 1.922 0.637
O 0.550 -3.343 2.473 -0.274
O -0.474 -2.455 0.466 -0.470
N 0.029 -0.871 2.194 -0.240
C 0.298 -0.508 3.514 -0.223
C 0.143 -1.356 4.595 -0.018
C 0.478 -0.950 5.895 -0.060
C 0.930 0.314 6.150 -0.034
C 1.059 1.232 5.089 -0.148
C 1.474 2.566 5.284 -0.005
C 1.564 3.401 4.205 -0.028
C 1.269 2.888 2.931 -0.086
N 0.895 1.654 2.709 0.119
C 0.761 0.823 3.760 -0.146
H -6.628 -3.277 3.660 0.078
H -5.845 -4.092 5.014 0.089
H -6.132 -4.975 3.525 0.084
H -5.108 -1.576 2.940 0.119
H -2.855 -0.890 2.166 0.105
H -1.371 -4.779 3.011 0.117
H -3.627 -5.496 3.774 0.120
H -0.206 -2.365 4.449 0.091
H 0.376 -1.663 6.701 0.109
H 1.190 0.627 7.151 0.113
H 1.706 2.906 6.283 0.118
H 1.858 4.433 4.312 0.108
H 1.348 3.530 2.065 0.113
N 1.009 -2.845 -1.816 -0.332
P 1.753 -1.587 -0.934 0.966
C 3.207 -2.587 -0.436 -0.320
C 4.139 -2.957 -1.399 -0.085
C 5.150 -3.846 -1.081 -0.070
C 5.221 -4.384 0.193 -0.079
C 4.286 -4.029 1.150 -0.069
C 3.281 -3.125 0.842 -0.078
C 2.424 -0.526 -2.253 -0.349
C 1.684 -0.203 -3.384 -0.081
C 2.161 0.739 -4.279 -0.056
C 3.393 1.340 -4.073 -0.072
C 4.147 1.003 -2.961 -0.135
C 3.653 0.093 -2.043 -0.148
P -0.695 -2.457 -2.181 1.047
C -1.518 -4.034 -1.688 -0.332
C -2.798 -3.892 -1.160 -0.092
C -3.505 -4.997 -0.723 -0.081
C -2.942 -6.261 -0.809 -0.093
C -1.668 -6.410 -1.328 -0.085
C -0.959 -5.304 -1.768 -0.085
C -0.656 -2.805 -3.988 -0.351
C -1.754 -2.326 -4.698 -0.091
C -1.824 -2.476 -6.072 -0.082
C -0.789 -3.095 -6.753 -0.094
C 0.314 -3.558 -6.053 -0.089
C 0.388 -3.409 -4.678 -0.099
H 1.034 -3.688 -1.245 0.047
H 4.060 -2.550 -2.396 0.109
H 5.874 -4.130 -1.830 0.106
H 6.000 -5.091 0.437 0.104
H 4.328 -4.468 2.134 0.106
H 2.536 -2.860 1.577 0.074
H 0.724 -0.668 -3.549 0.073
H 1.557 1.019 -5.129 0.109
H 3.756 2.083 -4.766 0.106
H 5.104 1.470 -2.786 0.090
H 4.217 -0.137 -1.149 0.106
H -3.225 -2.901 -1.102 0.092
H -4.500 -4.874 -0.318 0.102
H -3.496 -7.127 -0.477 0.099
H -1.225 -7.395 -1.392 0.102
H 0.027 -5.440 -2.190 0.101
H -2.537 -1.818 -4.152 0.089
H -2.674 -2.095 -6.618 0.102
H -0.840 -3.217 -7.826 0.099
H 1.128 -4.028 -6.587 0.100
H 1.262 -3.750 -4.143 0.091
O -2.752 -0.681 -2.056 -0.311
S -2.034 0.222 -1.211 0.329
O -2.522 1.560 -1.203 -0.254
O -1.957 -0.352 0.196 -0.412
O -0.541 0.248 -1.553 -0.456
Cl 3.056 5.675 -1.621 0.685
C 1.908 4.542 -1.046 -0.710
C 0.564 4.895 -0.963 -0.711
Cl 0.041 6.435 -1.482 0.696
C -0.363 4.002 -0.420 -0.611
Cl -2.008 4.400 -0.242 0.773
C 0.052 2.723 -0.054 -0.386
O -0.699 1.814 0.509 -0.218
C 1.395 2.317 -0.258 -0.354
O 1.599 1.035 0.029 -0.264
C 2.331 3.262 -0.665 -0.600
Cl 3.995 2.893 -0.613 0.785



Record 3
94
Properties=species:S:1:pos:R:3:lowdin_charge:R:1 method="wB97M-V/def2-TZVPD" de_lowest_kcal_mol=25.2 e_lumo_ev=0.05
In -1.145 0.352 -0.456 0.805
C 2.365 -4.125 3.124 -0.016
C 2.117 -2.613 3.268 -0.431
C 2.807 -2.094 4.543 -0.009
C 0.621 -2.386 3.354 -0.089
C -0.109 -3.077 4.314 -0.027
C -1.479 -2.948 4.415 -0.066
C -2.138 -2.121 3.530 -0.116
C -1.441 -1.390 2.568 -0.355
P -2.588 -0.440 1.499 1.056
C -3.436 -2.531 -0.927 -0.333
C -3.002 -3.752 -0.433 -0.017
C -3.860 -4.502 0.360 -0.071
C -5.129 -4.042 0.661 -0.098
C -5.551 -2.814 0.174 -0.085
C -4.712 -2.060 -0.625 -0.042
C -2.738 1.122 2.427 -0.455
C -2.283 1.319 3.729 -0.090
C -2.637 2.467 4.419 -0.090
C -3.437 3.427 3.825 -0.095
C -3.883 3.244 2.524 -0.083
C -3.544 2.097 1.835 -0.128
C -0.047 -1.522 2.483 -0.177
O 0.615 -0.765 1.557 -0.032
C 1.914 -1.058 1.268 -0.172
C 2.482 -0.456 0.137 -0.246
C 3.830 -0.636 -0.148 -0.077
C 4.611 -1.438 0.658 -0.057
C 4.033 -2.074 1.740 -0.015
C 2.693 -1.898 2.064 -0.086
P 1.499 0.570 -1.007 1.152
C 1.947 -0.034 -2.661 -0.349
C 1.764 0.818 -3.751 -0.100
C 1.864 0.332 -5.042 -0.065
C 2.106 -1.015 -5.261 -0.066
C 2.266 -1.871 -4.182 -0.061
C 2.189 -1.387 -2.889 -0.090
C 2.306 2.186 -0.732 -0.331
C 1.938 2.850 0.436 -0.097
C 2.453 4.101 0.715 -0.082
C 3.340 4.699 -0.168 -0.088
C 3.718 4.033 -1.323 -0.075
C 3.210 2.776 -1.605 -0.081
H 1.956 -4.661 3.974 0.077
H 3.426 -4.353 3.072 0.078
H 1.886 -4.489 2.218 0.103
H 2.396 -2.571 5.430 0.083
H 2.682 -1.018 4.646 0.098
H 3.871 -2.311 4.503 0.081
H 0.405 -3.733 4.998 0.109
H -2.030 -3.498 5.163 0.106
H -3.216 -2.019 3.581 0.104
H -2.009 -4.094 -0.679 0.105
H -3.537 -5.459 0.744 0.105
H -5.795 -4.632 1.276 0.099
H -6.535 -2.440 0.416 0.104
H -5.011 -1.101 -1.028 0.125
H -1.665 0.574 4.211 0.099
H -2.295 2.613 5.433 0.101
H -3.721 4.309 4.377 0.098
H -4.503 3.989 2.049 0.104
H -3.902 1.931 0.823 0.100
H 4.253 -0.146 -1.012 0.115
H 5.661 -1.573 0.445 0.108
H 4.641 -2.716 2.358 0.112
H 1.516 1.859 -3.583 0.103
H 1.729 1.006 -5.877 0.104
H 2.162 -1.400 -6.269 0.105
H 2.424 -2.928 -4.351 0.112
H 2.283 -2.066 -2.055 0.115
H 1.221 2.383 1.101 0.111
H 2.153 4.620 1.614 0.109
H 3.729 5.685 0.043 0.104
H 4.408 4.496 -2.013 0.104
H 3.512 2.260 -2.506 0.099
O -0.504 -2.004 -0.567 -0.320
S -1.064 -1.951 -1.911 0.377
O -2.656 -1.708 -1.698 -0.181
O -0.724 -0.706 -2.577 -0.313
O -0.855 -3.135 -2.671 -0.222
Br -0.328 5.439 -1.580 0.847
C -0.575 4.463 -3.181 -0.586
C -0.199 5.052 -4.380 -0.123
C -0.352 4.344 -5.560 -0.076
C -0.880 3.062 -5.544 -0.075
C -1.267 2.489 -4.347 -0.016
C -1.124 3.188 -3.154 -0.169
C -1.460 2.465 -1.892 -0.688
O -2.405 1.648 -1.917 -0.013
O -0.738 2.658 -0.892 -0.126
H 0.216 6.048 -4.386 0.098
H -0.051 4.794 -6.493 0.105
H -0.996 2.510 -6.463 0.106
H -1.660 1.482 -4.305 0.126



Record 4
92
Properties=species:S:1:pos:R:3:lowdin_spin:R:1 method="wB97M-V/def2-TZVPD" de_lowest_kcal_mol=13.6 e_lumo_ev="-8.16 / -8.93" total_charge=+3 spin_multiplicity=4
Re 16.690 12.828 13.873 2.474
I 17.360 14.816 15.723 0.001
C 17.279 13.389 17.210 0.008
C 17.334 13.837 18.489 0.011
C 17.181 12.914 19.580 -0.005
C 16.984 11.583 19.274 0.008
C 16.912 11.124 17.946 -0.001
C 16.628 9.772 17.669 0.042
C 16.667 9.294 16.358 -0.009
C 16.816 10.222 15.275 0.036
C 16.932 11.546 15.517 -0.043
C 17.046 12.034 16.858 0.012
H 17.424 14.881 18.756 0.000
H 17.342 13.146 20.643 0.000
H 16.852 10.988 20.193 0.000
H 16.360 9.108 18.507 0.002
H 16.644 8.311 15.990 -0.002
H 16.747 9.838 14.273 0.001
C 16.022 6.291 8.024 0.000
C 15.853 7.439 8.987 0.000
C 16.827 7.663 10.000 0.000
C 16.586 8.659 10.951 0.000
C 15.435 9.451 10.851 -0.001
C 14.451 9.159 9.917 0.000
C 14.673 8.133 8.991 0.000
S 15.076 10.702 12.150 0.016
O 16.373 11.515 12.366 0.062
C 14.066 11.776 11.245 0.004
C 14.596 12.492 10.081 0.001
C 13.730 13.171 9.265 0.000
C 12.350 13.213 9.503 0.001
C 11.479 13.799 8.589 0.000
C 10.167 13.855 8.886 0.001
C 9.649 13.446 10.166 0.000
C 10.457 12.825 11.012 0.001
C 11.846 12.638 10.713 0.000
C 12.677 11.858 11.561 0.003
C 12.239 10.976 12.670 -0.001
C 11.838 9.649 12.496 0.000
C 11.654 9.000 11.220 -0.001
C 11.504 7.642 11.112 0.000
C 11.503 6.814 12.241 -0.001
C 11.759 7.366 13.517 0.000
C 11.939 8.748 13.600 0.000
C 12.312 9.264 14.892 0.001
C 12.424 10.582 15.131 0.001
C 12.489 11.467 13.952 0.005
S 13.212 13.044 14.067 0.022
O 14.797 12.832 14.057 0.170
C 12.910 13.611 15.636 0.005
C 12.049 14.744 15.600 0.001
C 11.633 15.336 16.711 0.000
C 12.293 14.992 17.970 0.001
C 12.060 15.772 19.243 0.000
C 13.123 13.891 18.025 0.000
C 13.395 13.172 16.863 0.001
H 16.998 5.793 7.937 0.000
H 15.706 6.585 7.016 0.000
H 15.321 5.557 8.436 0.000
H 17.792 7.168 10.057 0.000
H 17.342 8.937 11.665 0.000
H 13.596 9.774 9.842 0.000
H 13.867 7.883 8.262 0.000
H 15.739 12.474 9.907 0.000
H 14.107 13.578 8.313 0.000
H 11.928 14.045 7.635 0.000
H 9.441 14.292 8.177 0.000
H 8.597 13.472 10.504 0.000
H 10.111 12.430 11.913 0.000
H 11.484 9.511 10.343 0.000
H 11.298 7.186 10.180 0.000
H 11.361 5.770 12.217 0.000
H 12.005 6.736 14.370 0.000
H 12.441 8.614 15.693 0.000
H 12.705 11.030 16.074 0.000
H 11.615 15.119 14.685 0.000
H 10.909 16.164 16.719 0.000
H 12.838 15.484 19.966 0.000
H 11.054 15.699 19.666 0.000
H 12.177 16.857 19.004 0.000
H 13.480 13.547 19.028 0.000
H 14.014 12.278 16.981 0.000
N 23.061 12.732 14.135 0.007
C 21.958 12.681 13.395 0.011
N 21.871 11.931 12.283 0.003
N 20.945 13.492 13.762 0.051
C 19.801 13.028 13.521 0.069
N 18.642 12.767 13.402 0.029
H 23.807 11.989 14.116 0.000
H 23.171 13.418 14.830 0.000
H 22.658 11.316 12.067 0.000
H 21.009 11.962 11.670 0.001